The following is a quantum chemistry calculation of a structure of composition C48H43Cl5N7O3SSiY, from OMol25.

For the molecular weight, the calculation gives 1092.24 g/mol. The calculation puts the HOMO energy at -6.918 eV. As for the LUMO energy: -0.507 eV. Its total energy is -5491.24659 hartree. The value obtained for the energy above the lowest of the compared OMol25 structures with the same formula, charge and spin is 77.8 kJ/mol. The value obtained for the frontier orbital gap is 6.410 eV.

The geometry in XYZ format:
```
109
Properties=species:S:1:pos:R:3:mulliken_charge:R:1
Y -0.0084 0.6596 -0.4183 -1.39
Cl 0.1042 5.2502 5.3306 -0.25
C 0.4967 4.0273 4.1551 0.37
C -0.5046 3.2140 3.6527 -0.95
C -0.1464 2.2572 2.7296 1.09
Cl -1.3766 1.2177 2.0314 -0.18
C 1.1564 2.0414 2.2429 -1.22
O 1.4118 1.1334 1.3665 0.44
C 2.1202 2.9098 2.7958 0.75
Cl 3.7599 2.7426 2.2484 -0.23
C 1.8067 3.8805 3.7283 -0.75
H -1.5317 3.3312 3.9677 0.50
H 2.5834 4.5244 4.1162 0.46
C -0.3146 -4.5904 3.1311 -0.98
N -0.1601 -4.3610 1.7099 0.27
C 0.7890 -4.9576 0.9000 -0.89
C 0.5473 -4.5595 -0.3585 -0.58
N -0.5447 -3.6993 -0.3153 0.86
C -1.0153 -3.5986 0.9727 -0.08
S -2.3380 -2.7695 1.5459 -0.32
C -1.1645 -3.1844 -1.4861 -0.26
C -1.4368 -4.0916 -2.5006 -0.77
C -2.0118 -3.6228 -3.6684 -0.78
C -2.3121 -2.2766 -3.7593 -1.23
C -2.0063 -1.4533 -2.6870 -0.59
N -1.4177 -1.8832 -1.5637 0.84
H 0.6449 -4.8995 3.5402 0.36
H -1.0654 -5.3586 3.3174 0.29
H -0.6447 -3.6688 3.6044 0.38
H 1.5606 -5.5928 1.2966 0.51
H 1.0687 -4.7647 -1.2758 0.65
H -1.2240 -5.1417 -2.3566 0.61
H -2.2350 -4.3034 -4.4797 0.42
H -2.7747 -1.8548 -4.6407 0.55
H -2.2076 -0.3882 -2.7136 0.51
C 2.0788 -1.6313 3.1098 -1.29
C 3.3302 -1.8532 2.5578 -1.11
C 3.4546 -1.9016 1.1817 -0.56
C 2.3200 -1.7071 0.4029 0.54
N 1.1276 -1.4271 0.9279 1.05
C 1.0166 -1.4007 2.2564 -0.78
C 2.3594 -1.8456 -1.0762 0.25
C 3.2429 -2.7376 -1.6749 -0.69
C 3.1768 -2.9435 -3.0399 -1.18
C 2.2171 -2.2603 -3.7673 -1.26
C 1.3901 -1.3757 -3.0992 -0.87
N 1.4582 -1.1540 -1.7827 2.54
H 1.9304 -1.5910 4.1799 0.60
H 4.1995 -1.9794 3.1898 0.46
H 4.4175 -2.0568 0.7162 0.58
H 0.0296 -1.1759 2.6428 0.49
H 3.9459 -3.2874 -1.0656 0.48
H 3.8540 -3.6346 -3.5246 0.50
H 2.1112 -2.3905 -4.8349 0.53
H 0.6385 -0.8223 -3.6462 0.30
C -4.6966 1.9004 -2.2841 -1.52
Si -3.2354 1.8286 -1.0888 0.41
C -3.6506 0.3547 0.0104 -0.32
C -3.2142 3.4402 -0.1297 -0.86
N -1.6977 1.4514 -1.7960 1.27
C -1.2638 2.0393 -2.9804 0.79
C -1.9983 2.9771 -3.7312 -0.85
C -1.5384 3.4487 -4.9506 -0.94
C -0.3255 3.0297 -5.4811 -1.03
C 0.4402 2.1385 -4.7437 -0.09
C -0.0235 1.6683 -3.5278 0.79
H -5.5921 1.5822 -1.7427 0.43
H -4.5618 1.2188 -3.1285 0.40
H -4.8935 2.8949 -2.6862 0.43
H -4.1939 0.6492 0.9119 0.49
H -2.8066 -0.2623 0.3262 -0.58
H -4.2951 -0.3282 -0.5508 0.27
H -3.3626 4.2839 -0.8092 0.29
H -2.2574 3.5908 0.3727 0.04
H -4.0135 3.4714 0.6157 0.37
H -2.9388 3.3499 -3.3516 0.20
H -2.1405 4.1685 -5.4931 0.43
H 0.0295 3.4156 -6.4272 0.38
H 1.4169 1.8270 -5.0984 0.38
H 0.6237 1.0164 -2.9561 -0.50
Cl 4.4072 0.3700 -3.3338 0.04
C 5.5683 1.6472 -3.5655 0.36
C 6.8174 1.3197 -4.0556 -0.71
C 7.7491 2.3211 -4.2770 -0.54
C 7.4223 3.6311 -3.9712 -0.59
C 6.1782 3.9382 -3.4472 0.91
Cl 5.8800 5.5791 -2.9737 -0.21
C 5.1901 2.9616 -3.2510 -0.61
N 3.9411 3.2368 -2.7339 1.03
C 3.0767 4.2303 -3.2352 0.12
C 3.1851 4.6847 -4.5459 -0.10
C 2.3033 5.6335 -5.0333 -0.79
C 1.2850 6.1161 -4.2252 -0.86
C 1.1795 5.6621 -2.9198 -0.36
C 2.0788 4.7396 -2.4000 0.16
C 1.9958 4.3182 -0.9527 -1.74
C 1.2979 2.9913 -0.7994 2.19
O 1.8495 1.9359 -1.2431 -0.97
O 0.1682 2.9279 -0.2455 -0.59
H 7.0429 0.2857 -4.2759 0.43
H 8.7248 2.0810 -4.6756 0.37
H 8.1377 4.4299 -4.1088 0.44
H 3.4654 2.4815 -2.2484 -0.54
H 3.9649 4.2836 -5.1826 0.57
H 2.3997 5.9794 -6.0548 0.42
H 0.5796 6.8429 -4.6059 0.41
H 0.3946 6.0420 -2.2761 0.43
H 1.4519 5.0593 -0.3706 0.67
H 3.0047 4.2090 -0.5459 0.35
```